Entry 1:
{"formula": "C8H12F3O3P", "method": "the ωB97M-V functional and the def2-TZVPD basis", "smiles": "CCOP(=O)(OCC)C1=C[C@H](F)C1(F)F", "energy_ha": -1178.69626, "e_homo_ev": -10.94, "spin_multiplicity": 1, "gap_ev": 11.3458, "species": ["C", "C", "O", "P", "O", "O", "C", "C", "C", "C", "C", "F", "C", "F", "F", "H", "H", "H", "H", "H", "H", "H", "H", "H", "H", "H", "H"], "xyz": [[-1.293, -2.963, 0.188], [-0.367, -2.170, -0.749], [-1.169, -1.085, -1.290], [-0.819, 0.425, -0.890], [-1.751, 1.477, -1.267], [-0.547, 0.372, 0.695], [-0.650, 1.563, 1.369], [0.676, 2.046, 1.853], [0.786, 0.631, -1.716], [1.217, 1.651, -2.452], [2.650, 1.167, -2.490], [3.195, 0.960, -3.748], [2.113, -0.070, -1.727], [2.080, -1.240, -2.381], [2.710, -0.224, -0.481], [-1.213, -2.632, 1.217], [-2.160, -2.986, -0.281], [-0.799, -3.928, 0.263], [-0.052, -2.747, -1.589], [0.489, -1.644, -0.278], [-1.011, 2.421, 0.705], [-1.300, 1.423, 2.376], [1.382, 1.620, 1.223], [0.699, 3.132, 1.805], [0.828, 1.753, 2.908], [0.732, 2.535, -2.854], [3.455, 1.749, -2.048]]}

Entry 2:
{"formula": "C8H12FNO", "method": "the ωB97M-V functional and the def2-TZVPD basis", "smiles": "O/C=C1\\CC=CN1.C=C(C)F", "energy_ha": -541.77574, "e_homo_ev": -6.86, "spin_multiplicity": 1, "gap_ev": 7.6254, "species": ["O", "C", "C", "C", "C", "C", "N", "H", "H", "H", "H", "H", "H", "H", "C", "C", "C", "F", "H", "H", "H", "H", "H"], "xyz": [[0.617, 3.055, 0.675], [0.332, 1.674, 0.734], [1.216, 0.701, 0.489], [2.704, 0.831, 0.394], [3.045, -0.489, -0.249], [1.940, -1.192, -0.267], [0.890, -0.544, 0.289], [1.547, 3.305, 0.380], [-0.743, 1.567, 0.732], [3.163, 0.957, 1.365], [2.993, 1.549, -0.279], [4.019, -1.006, -0.214], [1.759, -2.162, -0.752], [-0.055, -0.834, 0.119], [-2.404, -0.156, 0.830], [-2.391, -1.074, -0.081], [-2.993, -1.112, -1.479], [-1.831, -2.357, 0.258], [-2.665, 0.861, 0.584], [-1.867, -0.349, 1.750], [-3.580, -0.225, -1.550], [-3.615, -1.973, -1.639], [-2.081, -1.030, -2.091]]}

Entry 3:
{"formula": "C8H12FO6Pt", "method": "the ωB97M-V functional and the def2-TZVPD basis", "energy_ha": -982.18245, "e_homo_ev": [-13.28, -13.11], "total_charge": 1, "spin_multiplicity": 3, "gap_ev": [8.7784, 3.3499], "species": ["Pt", "F", "C", "C", "C", "O", "C", "O", "O", "H", "H", "H", "H", "H", "H", "C", "C", "C", "O", "C", "O", "O", "H", "H", "H", "H", "H", "H"], "xyz": [[2.134, 3.048, 2.509], [1.566, 2.214, 0.869], [3.207, -1.337, -0.116], [2.096, -1.668, 0.855], [0.696, -1.191, 0.421], [-0.161, -2.329, 0.546], [0.586, -3.434, 0.857], [0.131, -4.499, 1.005], [1.905, -3.092, 0.956], [4.188, -1.456, 0.352], [3.109, -0.353, -0.566], [3.263, -2.090, -0.915], [2.374, -1.270, 1.833], [0.787, -0.799, -0.600], [0.332, -0.380, 1.058], [-2.704, 0.320, 0.341], [-1.842, 1.439, -0.173], [-1.190, 1.193, -1.510], [-1.301, 2.502, -2.202], [-2.213, 3.166, -1.580], [-2.626, 4.296, -1.909], [-2.691, 2.601, -0.491], [-2.167, -0.634, 0.232], [-3.627, 0.121, -0.207], [-2.913, 0.469, 1.395], [-1.075, 1.699, 0.566], [-1.731, 0.471, -2.121], [-0.131, 0.994, -1.406]]}

Entry 4:
{"formula": "C8H12IN2", "method": "the ωB97M-V functional and the def2-TZVPD basis", "energy_ha": -718.87636, "e_homo_ev": -12.30, "total_charge": 1, "spin_multiplicity": 1, "gap_ev": 7.9075, "species": ["C", "C", "C", "C", "C", "C", "C", "C", "N", "N", "I", "H", "H", "H", "H", "H", "H", "H", "H", "H", "H", "H", "H"], "xyz": [[1.291, -2.302, -0.462], [0.718, -0.174, -0.650], [-0.033, -2.686, 0.149], [-1.047, -1.508, 0.347], [-0.755, -0.340, -0.617], [-1.446, 0.941, -0.375], [0.467, 2.208, -0.163], [0.404, 2.634, 1.247], [1.625, -1.155, -0.906], [1.242, 0.992, -0.370], [-2.793, 1.817, -1.839], [2.057, -3.123, -0.561], [-0.417, -3.345, -0.604], [0.334, -3.301, 1.002], [-1.967, -2.019, 0.129], [-1.089, -0.987, 1.285], [-0.892, -0.675, -1.706], [-1.807, 1.246, 0.576], [0.615, 3.061, -0.907], [-0.410, 3.189, 1.538], [1.353, 2.996, 1.525], [0.320, 1.730, 1.877], [2.231, 0.801, -0.514]]}

Entry 5:
{"formula": "C8H12IN4O", "method": "the ωB97M-V functional and the def2-TZVPD basis", "energy_ha": -903.61461, "e_homo_ev": -12.09, "total_charge": 1, "spin_multiplicity": 1, "gap_ev": 8.6420, "species": ["C", "C", "C", "C", "C", "C", "C", "C", "N", "N", "N", "N", "O", "I", "H", "H", "H", "H", "H", "H", "H", "H", "H", "H", "H", "H"], "xyz": [[-0.605, -2.462, -0.557], [0.146, -3.492, 0.006], [1.361, -2.038, 1.303], [-0.331, -1.103, -0.178], [0.814, -0.922, 0.639], [0.060, 1.481, 1.328], [-1.163, 0.048, -0.706], [-0.705, 0.312, -2.173], [1.096, -3.297, 0.938], [1.023, 0.388, 1.160], [-0.647, 1.735, 0.074], [0.281, 2.467, -0.707], [0.547, 2.722, 1.695], [-3.237, 0.136, -0.137], [-1.497, -2.693, -1.222], [-0.086, -4.504, 0.005], [2.034, -1.860, 2.174], [-0.780, 1.236, 1.960], [0.247, -0.044, -2.291], [-0.914, 1.321, -2.575], [-1.305, -0.321, -2.802], [1.584, 0.301, 2.091], [0.716, 1.711, -1.425], [0.833, 3.000, 0.001], [-0.297, 3.135, -1.231], [0.823, 2.743, 2.629]]}

Entry 6:
{"formula": "C8H12N", "method": "the ωB97M-V functional and the def2-TZVPD basis", "smiles": "CC1=CC#C[N@@H+]1C(C)C", "energy_ha": -366.26501, "e_homo_ev": [-13.82, -13.82], "total_charge": 1, "spin_multiplicity": 1, "gap_ev": [7.6234, 7.6366], "species": ["C", "C", "C", "C", "C", "N", "C", "C", "C", "H", "H", "H", "H", "H", "H", "H", "H", "H", "H", "H", "H"], "xyz": [[-1.617, 2.037, -0.096], [-1.453, 0.586, -0.134], [-2.390, -0.348, 0.292], [-1.712, -1.588, 0.151], [-0.713, -1.562, -0.641], [-0.157, -0.267, -0.755], [1.176, -0.071, -0.142], [2.133, -1.154, -0.685], [1.067, -0.229, 1.370], [-2.582, 2.202, 0.227], [-1.601, 2.534, -1.053], [-0.793, 2.552, 0.483], [-3.328, -0.221, 0.774], [-0.074, -0.050, -1.769], [1.727, 0.825, -0.675], [1.645, -2.147, -0.707], [2.416, -1.020, -1.652], [3.011, -1.172, -0.077], [0.537, 0.554, 1.734], [2.081, -0.194, 1.811], [0.628, -1.264, 1.542]]}

Entry 7:
{"formula": "C8H12N2", "method": "the ωB97M-V functional and the def2-TZVPD basis", "smiles": "C[C@H]1C[C@]1(C)n1cccn1", "energy_ha": -421.42100, "e_homo_ev": -8.63, "spin_multiplicity": 1, "gap_ev": 9.5290, "species": ["C", "C", "C", "C", "C", "N", "C", "C", "C", "N", "H", "H", "H", "H", "H", "H", "H", "H", "H", "H", "H", "H"], "xyz": [[0.095, 1.674, 2.297], [0.220, 1.210, 0.881], [1.634, 0.742, 0.404], [0.492, -0.213, 0.528], [0.144, -1.451, 1.334], [-0.094, -0.441, -1.059], [-0.914, -1.431, -1.530], [-1.323, -1.041, -2.843], [-0.844, 0.227, -2.983], [-0.115, 0.576, -1.885], [0.776, 1.073, 2.808], [-1.040, 1.380, 2.490], [0.368, 2.647, 2.512], [-0.213, 1.902, 0.202], [2.119, 0.986, -0.523], [2.466, 0.659, 1.109], [-0.875, -1.512, 1.692], [0.887, -1.534, 2.025], [0.267, -2.427, 0.774], [-1.101, -2.305, -0.876], [-1.908, -1.529, -3.500], [-1.039, 0.807, -3.856]]}

Entry 8:
{"formula": "C8H12N2NiO3S", "method": "the ωB97M-V functional and the def2-TZVPD basis", "energy_ha": -2553.03397, "e_homo_ev": [-16.96, -16.89], "total_charge": 2, "spin_multiplicity": 3, "gap_ev": [8.4956, 5.3898], "species": ["O", "C", "Ni", "C", "C", "O", "O", "C", "N", "C", "C", "S", "N", "C", "C", "H", "H", "H", "H", "H", "H", "H", "H", "H", "H", "H", "H"], "xyz": [[-4.931, -2.123, -1.360], [-3.846, -1.726, -1.315], [-2.032, -1.141, -1.487], [-2.555, 0.167, -2.539], [-1.542, -2.804, -1.782], [-2.442, 1.031, -3.310], [-0.812, -3.653, -2.091], [1.231, -1.999, 0.552], [1.253, -0.615, 0.836], [1.631, -0.262, 2.192], [0.699, 0.210, -0.083], [0.096, -0.438, -1.630], [0.495, 1.485, 0.290], [1.261, 2.324, 1.210], [-0.350, 2.247, -0.559], [1.694, -2.571, 1.323], [1.767, -2.149, -0.358], [0.229, -2.352, 0.432], [2.643, 0.159, 2.241], [0.914, 0.338, 2.762], [1.747, -1.178, 2.778], [1.686, 3.136, 0.599], [0.650, 2.749, 2.039], [2.157, 1.865, 1.624], [0.047, 2.124, -1.550], [-1.366, 1.897, -0.548], [-0.323, 3.279, -0.268]]}